{"formula": "C27H61B2FO5P", "method": "wB97M-V/def2-TZVPD", "homo_lumo_gap_ev": 6.96, "homo_ev": -4.558, "lumo_ev": 2.4, "total_charge": -1, "symbols": ["C", "C", "P", "C", "C", "B", "O", "O", "C", "O", "B", "C", "C", "C", "F", "O", "C", "O", "C", "C", "C", "C", "C", "C", "H", "H", "H", "H", "H", "H", "H", "H", "H", "H", "H", "H", "H", "H", "H", "H", "H", "H", "H", "H", "H", "H", "H", "H", "H", "H", "H", "H", "H", "H", "H", "H", "H", "C", "C", "C", "C", "C", "C", "H", "H", "H", "H", "H", "H", "H", "H", "H", "H", "H", "H", "H", "H", "C", "C", "C", "C", "C", "C", "H", "H", "H", "H", "H", "H", "H", "H", "H", "H", "H", "H", "H", "H"], "positions_angstrom": [[2.680657, 1.134635, 4.663588], [1.355179, 0.367695, 4.680631], [0.090732, 1.214111, 3.630446], [-0.301567, 2.662881, 4.717267], [-1.401758, 0.133234, 3.900378], [-1.893718, 0.177507, 5.407421], [-2.912527, 1.018369, 5.781012], [-1.322246, -0.609802, 6.370817], [-1.699593, -0.441118, 7.726453], [-2.443595, 0.567127, 3.043723], [-3.287616, -0.664136, 2.734220], [-4.730803, -0.685280, 3.527638], [-4.831126, -1.514992, 4.796092], [-5.738299, -0.937810, 5.863990], [-5.323913, -2.808343, 4.479530], [-2.401445, -1.802115, 3.204534], [-1.153944, -1.315967, 3.469532], [-0.280430, -1.301456, 2.329844], [-0.366203, -2.435541, 1.500346], [0.546522, -2.215477, 0.300395], [1.984278, -2.035183, 0.795359], [0.095568, -1.063682, -0.637614], [0.704951, 0.299403, -0.304497], [-1.425305, -0.912931, -0.731976], [3.483747, 0.524126, 5.084679], [2.967092, 1.407424, 3.646089], [2.619869, 2.040249, 5.270584], [1.492315, -0.619992, 4.235508], [1.014836, 0.240151, 5.710845], [-0.357760, 2.417882, 5.782658], [-1.243388, 3.109933, 4.395067], [0.479317, 3.414120, 4.584179], [-3.050359, 1.684528, 5.094915], [-2.733107, -0.755477, 7.887680], [-1.041931, -1.065216, 8.331049], [-1.594578, 0.599345, 8.039848], [-3.486099, -0.680576, 1.518140], [-4.981319, 0.354065, 3.773612], [-5.510660, -1.044631, 2.848517], [-3.838325, -1.687958, 5.222733], [-6.715353, -0.686957, 5.443875], [-5.283240, -0.018431, 6.236032], [-5.861196, -1.633501, 6.696972], [-0.642161, -1.901910, 4.245712], [-1.402813, -2.620078, 1.216918], [-0.015853, -3.335922, 2.035175], [0.528518, -3.142603, -0.285791], [2.695308, -1.988241, -0.035077], [2.268612, -2.873794, 1.436138], [2.081575, -1.122235, 1.380774], [0.446098, -1.333299, -1.641853], [1.794021, 0.305220, -0.356587], [0.397253, 0.621713, 0.691666], [0.321754, 1.035073, -1.019530], [-1.806030, -0.259488, 0.054440], [-1.689266, -0.461359, -1.693397], [-1.953575, -1.864185, -0.664006], [0.149614, 3.957516, -6.981976], [-1.039994, 4.206664, -6.060884], [-0.697981, 4.082645, -4.576678], [-0.202708, 2.700879, -4.145413], [-1.168585, 1.553236, -4.437049], [-2.504546, 1.688653, -3.714140], [0.541040, 2.945512, -6.867497], [-0.128715, 4.084487, -8.029595], [0.961695, 4.655553, -6.764981], [-1.849417, 3.516747, -6.315359], [-1.430632, 5.211495, -6.245113], [-1.576519, 4.355964, -3.986573], [0.071874, 4.820605, -4.327724], [-0.002685, 2.724478, -3.069717], [0.759646, 2.491218, -4.621888], [-0.693875, 0.616906, -4.131729], [-1.339178, 1.468730, -5.515062], [-2.358868, 1.741218, -2.633463], [-3.150480, 0.833562, -3.917658], [-3.041964, 2.586915, -4.024874], [2.443416, -0.325842, -3.408941], [2.902594, -1.778172, -3.348302], [4.409807, -1.933465, -3.152629], [5.268177, -1.342613, -4.273236], [4.973760, -1.897192, -5.666312], [5.221600, -3.396789, -5.789238], [2.886864, 0.198549, -4.258805], [1.359680, -0.262477, -3.510480], [2.718138, 0.210651, -2.499407], [2.583807, -2.303135, -4.254172], [2.395914, -2.275598, -2.517169], [4.645412, -2.994624, -3.030900], [4.693334, -1.454558, -2.209951], [6.322447, -1.521829, -4.036326], [5.145261, -0.256368, -4.292187], [5.601992, -1.370360, -6.390210], [3.940084, -1.674088, -5.944536], [6.257924, -3.640909, -5.543534], [5.027852, -3.746523, -6.804546], [4.577111, -3.966749, -5.118437]], "atomic_forces_ev_per_a": [[0.011, -0.197, 0.139], [0.122, 0.167, -0.057], [-0.062, 0.060, -0.307], [0.133, -0.018, 0.101], [0.153, -0.029, 0.280], [-0.125, -0.011, -0.078], [0.345, 0.397, 0.286], [0.092, 0.009, 0.046], [-0.033, -0.103, -0.018], [-0.045, 0.048, 0.172], [-0.097, 0.082, -0.182], [0.170, -0.071, -0.021], [0.072, 0.129, 0.108], [0.024, 0.092, -0.088], [0.022, 0.024, -0.006], [-0.018, 0.057, -0.126], [0.162, 0.008, 0.090], [-0.137, 0.176, -0.132], [0.144, -0.164, 0.085], [0.091, 0.193, 0.150], [0.043, -0.075, -0.089], [0.050, -0.042, -0.123], [-0.279, 0.027, 0.013], [0.037, 0.097, -0.174], [0.016, 0.026, -0.005], [-0.005, 0.053, 0.011], [-0.012, 0.075, -0.107], [-0.014, -0.025, 0.045], [-0.076, -0.109, -0.035], [-0.082, -0.012, -0.008], [0.003, -0.008, -0.011], [-0.020, 0.020, -0.001], [-0.284, -0.403, -0.269], [-0.005, 0.043, -0.002], [0.000, -0.006, -0.008], [-0.046, 0.009, 0.000], [0.045, -0.060, 0.056], [-0.068, 0.008, -0.039], [-0.091, 0.030, 0.071], [-0.023, -0.113, -0.021], [-0.025, -0.085, 0.024], [-0.014, -0.004, 0.033], [-0.031, -0.012, -0.014], [-0.188, -0.158, 0.017], [0.020, 0.043, -0.025], [-0.032, 0.034, 0.071], [-0.192, -0.020, 0.015], [-0.002, 0.021, -0.012], [0.016, -0.015, -0.026], [-0.004, -0.019, 0.034], [0.102, -0.061, 0.042], [0.005, 0.017, -0.016], [0.053, -0.018, 0.020], [0.089, 0.032, -0.015], [-0.031, -0.161, 0.112], [-0.003, 0.035, 0.021], [0.002, -0.002, -0.038], [-0.032, -0.014, -0.019], [0.022, 0.033, -0.001], [-0.008, -0.004, 0.013], [0.036, -0.018, 0.020], [-0.019, 0.001, 0.051], [-0.006, 0.000, -0.035], [0.004, 0.002, 0.004], [0.006, 0.008, 0.000], [0.012, -0.017, 0.012], [-0.006, -0.001, 0.014], [-0.010, -0.007, -0.009], [0.003, -0.009, 0.007], [-0.002, 0.005, -0.011], [-0.003, -0.008, 0.001], [-0.004, -0.006, -0.004], [-0.009, -0.004, -0.005], [0.020, -0.001, -0.005], [-0.002, 0.018, -0.001], [0.004, -0.006, 0.016], [-0.002, -0.001, 0.000], [0.032, -0.025, -0.106], [-0.014, 0.017, 0.069], [0.008, -0.017, -0.002], [-0.001, 0.016, 0.014], [0.037, -0.006, -0.008], [-0.030, 0.009, -0.019], [-0.014, 0.015, 0.001], [0.001, 0.021, 0.011], [0.012, 0.004, -0.005], [0.015, -0.012, 0.000], [-0.016, -0.004, -0.013], [0.012, 0.002, -0.005], [-0.014, 0.000, 0.003], [0.001, -0.003, -0.011], [-0.006, -0.001, 0.010], [-0.013, 0.001, -0.009], [-0.001, 0.013, 0.010], [-0.006, -0.007, 0.020], [0.011, -0.002, -0.001], [0.003, 0.000, 0.002]]}

---

{"formula": "C27H61BN3O7", "method": "wB97M-V/def2-TZVPD", "homo_lumo_gap_ev": [8.58, 9.19], "multiplicity": 2, "homo_ev": [-8.012, -8.626], "lumo_ev": [0.6, 0.6], "s_squared": 0.75, "symbols": ["C", "C", "C", "C", "O", "C", "B", "O", "C", "C", "C", "C", "C", "C", "N", "O", "C", "C", "C", "C", "H", "H", "H", "H", "H", "H", "H", "H", "H", "H", "H", "H", "H", "H", "H", "H", "H", "H", "H", "H", "H", "H", "H", "H", "H", "H", "H", "H", "H", "H", "H", "C", "O", "C", "C", "N", "C", "C", "O", "C", "H", "H", "H", "H", "H", "H", "H", "H", "H", "H", "H", "H", "H", "H", "H", "C", "O", "C", "C", "N", "C", "C", "O", "C", "H", "H", "H", "H", "H", "H", "H", "H", "H", "H", "H", "H", "H", "H", "H"], "positions_angstrom": [[-4.964510, -1.328535, 2.695469], [-3.830246, -2.018247, 3.450394], [-3.090064, -3.062571, 2.614977], [-1.750150, -2.577464, 2.061087], [-1.818001, -1.636169, 1.019830], [-2.040947, -2.121355, -0.312722], [-3.611342, -2.293159, -0.697299], [-4.168713, -3.539613, -0.848314], [-4.555307, -1.057954, -0.980208], [-6.046373, -1.399728, -0.961488], [-1.561350, -0.972835, -1.228136], [-0.093585, -1.035821, -1.624777], [0.171497, 0.202531, -2.487367], [0.882552, -0.960677, -0.449900], [0.132826, -2.219365, -2.481172], [1.366211, -2.427071, -2.761601], [-0.684721, -3.426940, -2.124655], [0.216266, -4.663335, -2.191524], [-1.771098, -3.643982, -3.192444], [-1.235357, -3.380946, -0.698342], [-4.596767, -1.009237, 1.725924], [-5.758852, -2.047836, 2.527045], [-5.353774, -0.490908, 3.261575], [-3.142568, -1.312008, 3.905063], [-4.286838, -2.555845, 4.280099], [-3.734582, -3.498784, 1.853681], [-2.831386, -3.877843, 3.289488], [-1.264827, -2.069956, 2.891092], [-1.128366, -3.451435, 1.855244], [-3.767914, -4.180178, -0.239650], [-4.324664, -0.698767, -1.984179], [-4.355507, -0.237333, -0.294493], [-6.420139, -1.516116, 0.052490], [-6.236961, -2.324625, -1.492672], [-6.644870, -0.629306, -1.438251], [-1.716322, -0.038910, -0.696414], [-2.138920, -0.960146, -2.145979], [-0.613189, 0.324426, -3.229123], [1.095639, 0.046938, -3.036276], [0.302239, 1.094515, -1.882806], [1.088860, -1.927276, -0.005387], [0.553799, -0.229340, 0.278996], [1.826967, -0.602359, -0.842012], [0.586354, -4.844414, -3.190139], [1.001956, -4.635114, -1.446306], [-0.424342, -5.508518, -1.935943], [-2.538575, -4.288149, -2.771962], [-2.234019, -2.713049, -3.503683], [-1.350745, -4.176960, -4.034224], [-0.377775, -3.450066, -0.034367], [-1.784228, -4.305505, -0.547630], [4.796157, -0.289617, 5.704938], [5.760564, 0.228457, 4.808878], [6.858649, -0.647344, 4.574941], [6.878670, -1.099722, 3.130879], [5.762682, -1.994811, 2.851131], [5.590332, -2.313712, 1.436078], [5.188317, -1.180317, 0.497812], [3.890557, -0.669608, 0.739212], [3.814009, 0.377915, 1.687793], [4.049685, 0.486445, 5.866236], [4.296663, -1.173656, 5.294009], [5.248627, -0.545851, 6.667591], [6.832380, -1.505457, 5.251923], [7.774096, -0.084992, 4.782070], [7.816421, -1.627275, 2.934647], [6.854773, -0.199659, 2.501512], [4.910478, -1.567847, 3.191401], [4.816028, -3.082401, 1.372994], [6.515132, -2.765950, 1.064845], [5.161553, -1.592826, -0.514592], [5.924704, -0.368214, 0.481303], [4.716227, 0.994493, 1.691211], [3.629112, -0.003964, 2.696278], [2.964629, 1.006737, 1.415958], [-2.128455, 6.113825, -4.598588], [-1.581085, 6.864943, -3.531240], [-2.418309, 6.926748, -2.381578], [-1.764513, 6.223995, -1.211497], [-1.720333, 4.783470, -1.430576], [-0.925586, 4.051462, -0.449104], [0.579493, 4.302909, -0.423959], [1.253763, 3.860403, -1.586894], [1.332173, 4.803281, -2.641067], [-1.444454, 6.197333, -5.441455], [-2.231127, 5.055244, -4.336682], [-3.104066, 6.507435, -4.898845], [-3.405945, 6.505249, -2.587020], [-2.550558, 7.983473, -2.130408], [-2.339632, 6.429169, -0.304086], [-0.761611, 6.654347, -1.085158], [-1.339040, 4.605853, -2.351192], [-1.077805, 2.986498, -0.645305], [-1.331498, 4.249781, 0.547828], [0.990186, 3.713633, 0.401398], [0.827503, 5.349052, -0.209527], [1.379970, 5.829608, -2.268962], [0.490754, 4.704597, -3.332588], [2.242461, 4.594212, -3.203550]], "atomic_forces_ev_per_a": [[0.616, -0.233, 0.060], [-0.795, -0.469, -0.010], [0.520, 0.153, 0.397], [-0.475, -0.213, 0.517], [0.255, -0.228, 0.057], [-0.551, 0.010, -1.305], [-0.064, 0.115, 0.489], [-0.149, 0.010, 0.793], [-0.314, -0.483, -0.228], [-0.032, 0.053, -0.003], [0.398, -0.637, 0.472], [-0.284, 1.421, -0.313], [0.310, -0.387, -0.368], [0.370, -0.203, -0.555], [0.503, -0.523, 1.464], [-0.354, 0.126, -0.421], [0.304, -0.781, -0.974], [-0.666, -0.212, 0.348], [-0.132, 0.030, 0.669], [0.357, 0.731, 0.597], [-0.091, 0.335, -0.096], [-0.248, -0.050, -0.069], [-0.156, 0.217, -0.056], [0.224, 0.192, -0.144], [-0.037, 0.054, 0.260], [-0.141, 0.055, -0.157], [0.066, -0.263, -0.015], [0.230, 0.204, 0.017], [0.091, 0.059, -0.447], [0.127, -0.025, -0.679], [0.188, 0.230, -0.097], [0.264, 0.180, -0.036], [-0.017, -0.087, 0.135], [-0.052, -0.199, -0.060], [-0.060, 0.207, -0.026], [-0.212, 0.173, -0.033], [-0.164, 0.129, -0.153], [-0.208, 0.226, -0.020], [0.211, 0.008, -0.009], [-0.208, 0.157, 0.073], [-0.119, -0.041, 0.334], [-0.260, -0.093, 0.245], [0.278, -0.064, 0.014], [0.366, 0.137, -0.084], [0.343, 0.113, -0.114], [-0.048, -0.164, -0.011], [-0.212, -0.036, -0.023], [-0.072, 0.069, -0.174], [0.107, 0.214, -0.400], [0.165, 0.027, 0.094], [-0.167, -0.180, 0.028], [0.029, 0.113, -0.090], [-0.123, -0.183, 0.088], [0.228, 0.222, -0.085], [-0.265, -0.033, 0.021], [0.112, 0.085, -0.075], [-0.159, -0.067, 0.167], [0.059, -0.164, -0.253], [0.136, 0.103, 0.130], [-0.243, -0.066, -0.073], [0.024, 0.024, -0.020], [0.024, -0.059, 0.081], [-0.027, -0.050, 0.014], [-0.096, -0.041, -0.031], [-0.002, -0.017, 0.018], [-0.001, -0.008, -0.033], [0.146, 0.040, 0.021], [-0.010, -0.011, 0.017], [0.011, -0.005, -0.063], [0.033, 0.036, 0.005], [-0.025, 0.012, 0.002], [-0.023, 0.040, 0.126], [0.043, -0.029, 0.035], [0.115, 0.066, 0.055], [0.018, -0.009, -0.051], [0.119, 0.071, 0.042], [-0.126, -0.186, -0.077], [0.111, 0.284, 0.124], [0.065, -0.192, -0.168], [0.075, 0.114, 0.094], [-0.094, -0.110, -0.185], [0.021, -0.155, 0.241], [-0.030, 0.153, -0.012], [0.085, -0.224, -0.091], [0.020, 0.027, 0.022], [-0.100, -0.001, -0.022], [-0.030, -0.047, -0.009], [0.032, -0.101, -0.025], [-0.022, -0.009, -0.008], [0.016, -0.017, 0.025], [-0.045, 0.130, 0.065], [-0.024, -0.016, -0.018], [0.034, -0.015, 0.054], [0.007, 0.045, 0.006], [0.016, -0.001, -0.018], [-0.054, 0.048, -0.111], [-0.063, 0.016, 0.018], [-0.040, 0.137, 0.015], [0.018, -0.013, 0.047]]}